No. 1
Here is a molecular structure, C28H61AlN13 from OMol25. Energies are from ωB97M-V/def2-TZVPD.

- E: -55975.5472 eV
- Strongest force on any atom: 0.0169 hartree/bohr
- Orbital gap: 9.7 eV
- Total charge: +3
- LUMO level: -6.8 eV

Structure (XYZ):
```
103
Properties=species:S:1:pos:R:3:forces:R:3
Al 0.342 -0.595 -0.062 0.2955 0.0661 -0.6685
C -0.130 2.656 3.298 0.3704 0.1766 -0.0466
N -1.306 1.834 3.118 0.0210 -0.4123 -0.1357
C -2.447 2.313 3.880 -0.4140 0.1829 0.2469
C -1.384 0.797 2.276 0.1021 -0.2471 -0.0688
N -0.676 0.748 1.129 0.2297 -0.2500 0.0450
C -0.640 2.070 0.474 0.0002 0.3220 -0.2276
C -0.710 1.862 -1.024 -0.5594 0.4145 0.5047
N 0.364 0.960 -1.427 -0.1182 -0.1863 -0.0423
C 1.645 1.671 -1.483 0.7806 0.1556 0.3459
C 2.384 1.490 -0.162 0.0358 0.1039 0.0029
N 2.239 0.074 0.193 -0.1541 0.0011 0.0944
C 3.375 -0.439 0.730 -0.1915 0.0288 0.1235
N 3.920 -1.551 0.199 0.0524 0.0848 0.1599
C 4.122 -1.628 -1.238 0.0683 0.0718 -0.3452
C 4.701 -2.498 0.971 0.1199 -0.1330 0.1004
N 3.997 0.172 1.751 -0.1795 -0.2688 -0.2316
C 5.434 0.148 1.962 0.4387 -0.0203 0.0447
C 3.306 1.035 2.679 -0.3153 0.0930 0.1779
C 0.063 0.343 -2.714 -0.3473 -0.5424 -0.4566
C -1.162 -0.543 -2.589 -0.1830 0.2076 -0.2729
N -1.093 -1.325 -1.344 0.2025 -0.1383 0.2483
C -1.997 -2.319 -1.303 0.1925 0.2986 -0.0536
N -2.769 -2.595 -2.402 -0.0847 -0.1227 0.0988
C -4.215 -2.663 -2.306 -0.2623 0.1304 -0.0574
C -2.243 -3.138 -3.642 0.0649 -0.0774 -0.1515
N -2.246 -3.063 -0.215 0.0076 0.0435 -0.1124
C -1.800 -2.783 1.121 0.2464 0.2440 0.1408
C -2.975 -4.319 -0.308 -0.2582 -0.3532 -0.1161
N -2.292 -0.195 2.530 0.0256 0.3341 0.0990
C -3.450 -0.213 1.641 -0.1549 0.0561 -0.1724
C -2.446 -0.746 3.870 0.2120 -0.1254 0.1475
H 0.026 2.806 4.366 -0.0024 -0.0184 0.0141
H -0.247 3.640 2.840 -0.0104 -0.0190 -0.0433
H 0.743 2.160 2.886 -0.0102 0.0250 -0.0591
H -2.630 3.353 3.598 0.0067 -0.0232 0.0240
H -2.249 2.291 4.952 0.0248 -0.0711 -0.0159
H -3.344 1.744 3.663 0.0287 -0.0255 0.0006
H 0.236 2.663 0.730 -0.0698 0.0523 0.0423
H -1.519 2.644 0.778 0.0976 0.0412 -0.0377
H -0.650 2.820 -1.546 0.0128 -0.0667 -0.0901
H -1.672 1.408 -1.253 0.0446 0.0116 -0.0404
H 1.508 2.730 -1.710 -0.0773 -0.0487 -0.0955
H 2.253 1.233 -2.276 -0.0815 0.0146 0.0228
H 2.002 2.164 0.605 0.0890 0.0447 0.0050
H 3.437 1.739 -0.316 -0.0832 0.0807 0.0344
H 3.315 -1.119 -1.756 -0.0008 -0.0669 -0.0543
H 4.174 -2.667 -1.554 -0.0350 0.0059 -0.0143
H 5.071 -1.156 -1.510 0.0064 -0.0200 -0.0111
H 4.494 -2.381 2.030 -0.0054 0.0057 0.0805
H 5.774 -2.405 0.802 0.0646 0.0341 0.0146
H 4.410 -3.502 0.664 -0.0296 -0.0891 0.0088
H 5.954 -0.204 1.079 0.0146 -0.0386 -0.0541
H 5.709 -0.462 2.824 0.0006 -0.0298 -0.0277
H 5.760 1.169 2.159 0.0174 -0.0061 -0.0243
H 2.237 0.831 2.637 0.0257 0.0572 -0.0214
H 3.499 2.089 2.466 -0.0745 0.0032 -0.0290
H 3.665 0.832 3.688 -0.0012 -0.0268 0.0095
H 0.916 -0.287 -2.988 0.0051 0.1564 -0.0298
H -0.091 1.091 -3.500 0.0975 -0.0507 0.0572
H -1.170 -1.170 -3.479 0.0241 0.1459 0.0891
H -2.090 0.039 -2.612 0.0982 -0.0630 -0.1005
H -4.552 -2.209 -1.378 -0.0697 0.0062 0.0676
H -4.608 -3.678 -2.383 0.0356 -0.0456 0.0422
H -4.630 -2.086 -3.133 -0.0704 0.0163 0.0245
H -1.169 -3.289 -3.577 0.0929 0.0290 -0.0522
H -2.486 -2.499 -4.494 0.0849 0.0168 -0.0078
H -2.704 -4.111 -3.827 0.0511 -0.0264 0.0122
H -1.328 -1.801 1.169 -0.3500 -0.3065 0.2140
H -1.091 -3.542 1.447 0.0376 -0.0265 0.0021
H -2.652 -2.821 1.800 0.0145 0.0960 0.0291
H -2.866 -4.763 -1.293 0.0118 0.0126 0.0247
H -4.038 -4.194 -0.095 0.0369 0.0196 0.0252
H -2.571 -5.012 0.430 0.0647 0.0193 -0.0165
H -4.136 0.610 1.866 -0.0154 -0.0541 -0.0266
H -4.002 -1.141 1.755 0.0293 -0.0763 -0.0275
H -3.117 -0.114 0.609 -0.0268 -0.0523 -0.0807
H -2.326 -0.021 4.669 -0.0286 0.0743 0.0257
H -1.694 -1.526 4.007 -0.0532 -0.0766 0.1236
H -3.427 -1.197 3.973 -0.0936 -0.0082 -0.0002
C 1.260 -4.125 3.904 0.1920 0.1895 -0.1402
C 1.518 -2.630 3.783 0.0335 -0.2022 0.3992
N 1.213 -2.212 2.427 -0.0121 0.1652 0.0363
C 1.311 -3.001 1.336 -0.2668 0.2627 -0.2788
N 1.006 -2.433 0.173 -0.3084 -0.0024 0.4007
C 1.217 -3.266 -1.012 -0.0317 -0.1240 -0.1168
C 0.777 -4.701 -0.770 0.2279 0.1521 0.0588
C 1.612 -5.236 0.381 -0.1028 -0.1925 -0.5719
N 1.630 -4.290 1.488 -0.0810 0.0203 0.0324
C 2.018 -4.827 2.788 0.0467 -0.0148 0.5453
H 0.195 -4.337 3.815 -0.0666 -0.0069 0.0242
H 1.600 -4.479 4.875 0.0009 -0.0398 -0.0054
H 2.566 -2.427 4.029 -0.0737 0.0851 -0.0073
H 0.891 -2.067 4.476 0.0450 0.0033 -0.0432
H 1.038 -1.239 2.226 0.2071 -0.0237 0.3184
H 2.277 -3.282 -1.262 0.0227 0.0433 -0.0859
H 0.688 -2.802 -1.841 0.0273 -0.1198 -0.0770
H 0.948 -5.308 -1.658 0.0036 -0.0248 0.0003
H -0.283 -4.748 -0.529 -0.0912 0.0103 0.0268
H 2.636 -5.429 0.044 -0.0129 -0.0297 0.0498
H 1.201 -6.181 0.739 0.0559 0.0635 0.0770
H 3.099 -4.723 2.928 -0.0046 -0.0220 0.0054
H 1.791 -5.892 2.800 0.0174 0.0366 -0.1038
```
Positions in Å, forces in eV/Å.

Atomic partial charges in e from the Mulliken method, atoms 1 to 4: Al -1.828; C -1.243; N 0.517; C -1.187



No. 2
Here is a gas-phase ion, C4H9IN (charge +1) from OMol25. Energies are from ωB97M-V/def2-TZVPD.

- E: -13877.9022 eV
- Strongest force on any atom: 0.0112 hartree/bohr
- Orbital gap: 9.7 eV
- Total charge: +1
- Relative energy (zero: lowest compared OMol25 entry of this formula, charge and spin): 0.0 kJ/mol
- LUMO level: -3.6 eV

Structure (XYZ):
```
15
Properties=species:S:1:pos:R:3:forces:R:3
I -0.187 3.144 0.419 0.0450 0.0544 0.0249
C 0.054 1.179 -0.308 0.0258 -0.3120 -0.1196
C 1.148 0.331 0.340 -0.5214 0.0619 0.2352
C 0.802 -1.014 -0.272 -0.1874 0.3135 -0.3806
N -0.656 -1.098 0.136 0.4045 -0.3156 0.2004
C -1.200 0.330 -0.048 0.1659 -0.1235 0.2686
H 0.240 1.232 -1.376 -0.0139 0.2759 -0.0732
H 0.903 0.300 1.406 0.4500 -0.0433 0.1708
H 2.175 0.652 0.223 0.0453 0.1060 -0.2526
H 1.390 -1.881 0.004 -0.1880 -0.1380 0.3220
H 0.772 -0.921 -1.356 0.2593 -0.1977 -0.0898
H -0.668 -1.360 1.121 -0.1734 0.1269 0.1116
H -1.186 -1.828 -0.335 -0.0356 0.1361 -0.3293
H -1.661 0.605 0.895 -0.1998 0.0233 -0.0244
H -1.927 0.328 -0.849 -0.0762 0.0321 -0.0639
```
Positions in Å, forces in eV/Å.

Atomic partial charges in e from the natural (NBO) method, atoms 1 to 4: I 0.217; C -0.369; C -0.441; C -0.216



No. 3
Here is a molecular structure, C23H23N4SSiY from OMol25. Energies are from ωB97M-V/def2-TZVPD.

- E: -49932.4543 eV
- Strongest force on any atom: 0.0093 hartree/bohr
- Orbital gap: 7.0 eV
- Total charge: +2
- LUMO level: -6.8 eV

Structure (XYZ):
```
53
Properties=species:S:1:pos:R:3:forces:R:3
Y 0.274 -0.160 1.414 0.1071 0.0651 -0.4617
C 0.088 -4.744 1.065 0.0583 0.0485 -0.0335
C -1.128 -5.079 1.635 -0.0526 -0.0082 0.0262
C -1.925 -4.083 2.186 0.0901 0.0064 -0.0499
C -1.478 -2.774 2.161 -0.1302 0.0937 0.1063
N -0.284 -2.454 1.619 -0.1119 -0.0279 0.1139
C 0.471 -3.416 1.074 -0.0962 -0.0436 0.0908
C -2.290 -1.636 2.701 0.0120 -0.0597 -0.0004
C -3.537 -1.805 3.281 0.0342 0.0342 0.0014
C -4.218 -0.683 3.726 -0.0245 -0.0010 0.0146
C -3.660 0.577 3.581 0.0397 -0.0309 -0.0084
C -2.410 0.685 2.993 0.0056 0.0579 0.0143
N -1.750 -0.411 2.577 -0.2293 -0.0306 0.1499
C -1.725 1.997 2.761 -0.1200 -0.1299 0.0798
C -2.302 3.207 3.104 0.0901 0.0148 -0.0485
C -1.617 4.384 2.825 -0.0525 -0.0031 0.0264
C -0.381 4.326 2.206 0.0622 -0.0315 -0.0437
C 0.135 3.082 1.891 -0.0990 0.0081 0.0966
N -0.512 1.944 2.172 -0.1123 -0.0120 0.1153
H 0.730 -5.489 0.617 -0.0078 -0.0123 0.0022
H -1.464 -6.107 1.647 0.0063 -0.0057 -0.0036
H -2.879 -4.340 2.618 -0.0060 -0.0055 0.0046
H 1.410 -3.106 0.629 -0.0011 -0.0021 0.0051
H -3.983 -2.781 3.390 0.0052 -0.0065 -0.0006
H -5.191 -0.791 4.185 -0.0034 -0.0002 -0.0026
H -4.201 1.446 3.921 0.0036 0.0064 0.0014
H -3.271 3.251 3.574 -0.0064 0.0035 0.0057
H -2.055 5.337 3.088 0.0058 0.0071 -0.0021
H 0.176 5.219 1.964 -0.0091 0.0105 0.0050
H 1.094 2.989 1.394 -0.0012 0.0004 0.0053
C -0.330 0.514 -4.269 -0.0201 0.0253 -0.2096
Si 1.519 0.591 -4.121 -0.0647 -0.0122 0.0697
C 2.166 2.233 -4.709 -0.0713 0.1585 0.1189
C 2.320 -0.784 -5.085 -0.0535 -0.1887 0.0757
C 2.151 0.398 -2.311 0.2398 0.0055 0.0515
C 3.540 0.455 -2.206 0.1114 0.0077 -0.0141
C 4.226 0.340 -0.997 -0.1374 -0.0046 -0.0230
C 3.476 0.162 0.134 0.0402 0.0055 -0.0217
N 2.130 0.100 0.087 0.2655 0.0272 -0.1131
C 1.473 0.213 -1.097 -0.1125 0.0293 -0.2813
S -0.321 0.115 -1.028 0.3324 -0.0015 0.1513
H -0.553 0.635 -5.334 -0.0584 -0.0049 0.0137
H -0.840 1.315 -3.735 0.0089 0.0207 0.0223
H -0.750 -0.439 -3.952 0.0111 -0.0245 0.0167
H 1.889 2.389 -5.753 -0.0214 -0.0187 -0.0226
H 3.252 2.316 -4.649 0.0179 -0.0263 0.0156
H 1.734 3.053 -4.130 0.0279 0.0224 -0.0309
H 2.048 -0.707 -6.138 -0.0237 0.0212 -0.0176
H 1.980 -1.760 -4.729 0.0296 -0.0111 -0.0353
H 3.410 -0.769 -5.034 0.0154 0.0232 0.0219
H 4.127 0.596 -3.107 -0.0061 0.0006 -0.0075
H 5.303 0.388 -0.949 0.0126 -0.0010 0.0128
H 3.932 0.063 1.111 -0.0002 0.0003 -0.0033
```
Positions in Å, forces in eV/Å.

Atomic partial charges in e from the Mulliken method, atoms 1 to 4: Y 0.890; C -0.815; C -0.492; C -0.688